Record 1
ORCA calculation (ωB97M-V/def2-TZVPD) on 4 unconnected molecules or ions with the total composition C19H25N5 in a non-equilibrium geometry.

Output
total energy = -27558.305 eV
SMILES string = CCCCCc1cnc2ccccc2n1.CC#N.CC#N.CC#N
E_HOMO = -9.131 eV

Each atom is followed by the atoms it is bonded to, with distances in Å.
Cartesian coordinates (Å):
1 C 4.868 -0.454 -0.040  C2 1.559, H16 1.099, H17 1.097, H18 1.103
2 C 4.925 0.522 -1.254  C1 1.559, C3 1.570, H19 1.097, H20 1.099
3 C 3.495 1.077 -1.588  C2 1.570, C4 1.543, H21 1.101, H22 1.103
4 C 3.162 2.394 -0.858  C3 1.543, C5 1.570, H23 1.100, H24 1.106
5 C 2.304 2.193 0.442  C4 1.570, C6 1.520, H25 1.102, H26 1.096
6 C 0.956 1.644 0.002  C5 1.520, C7 1.436, N15 1.315
7 C -0.014 2.556 -0.535  C6 1.436, N8 1.307, H27 1.096
8 N -1.209 2.236 -0.957  C7 1.307, C9 1.366
9 C -1.421 0.889 -0.865  N8 1.366, C10 1.426, C14 1.406
10 C -2.673 0.380 -1.321  C9 1.426, C11 1.367, H28 1.092
11 C -2.976 -0.953 -1.287  C10 1.367, C12 1.429, H29 1.090
12 C -2.010 -1.883 -0.793  C11 1.429, C13 1.366, H30 1.089
13 C -0.816 -1.410 -0.330  C12 1.366, C14 1.421, H31 1.092
14 C -0.484 -0.028 -0.359  C9 1.406, C13 1.421, N15 1.380
15 N 0.754 0.349 0.119  C6 1.315, C14 1.380
16 H 4.953 0.113 0.898  C1 1.099
17 H 3.969 -1.082 -0.059  C1 1.097
18 H 5.728 -1.138 -0.125  C1 1.103
19 H 5.571 1.386 -1.055  C2 1.097
20 H 5.254 -0.055 -2.131  C2 1.099
21 H 2.799 0.259 -1.345  C3 1.101
22 H 3.412 1.208 -2.680  C3 1.103
23 H 4.064 2.994 -0.665  C4 1.100
24 H 2.537 3.012 -1.529  C4 1.106
25 H 2.166 3.179 0.913  C5 1.102
26 H 2.832 1.509 1.116  C5 1.096
27 H 0.269 3.612 -0.599  C7 1.096
28 H -3.446 1.043 -1.717  C10 1.092
29 H -3.939 -1.320 -1.644  C11 1.090
30 H -2.176 -2.959 -0.764  C12 1.089
31 H -0.063 -2.098 0.059  C13 1.092
32 C -2.459 0.382 -5.245  C33 1.455, H35 1.090, H36 1.090, H37 1.090
33 C -3.430 -0.616 -4.821  C32 1.455, N34 1.147
34 N -4.193 -1.404 -4.486  C33 1.147
35 H -1.831 0.697 -4.412  C32 1.090
36 H -1.806 -0.009 -6.024  C32 1.090
37 H -2.953 1.269 -5.641  C32 1.090
38 C -0.538 -0.327 3.350  C39 1.455, H41 1.090, H42 1.090, H43 1.090
39 C -0.719 -0.677 4.751  C38 1.455, N40 1.148
40 N -0.873 -0.963 5.852  C39 1.148
41 H -0.417 0.748 3.218  C38 1.090
42 H 0.344 -0.809 2.928  C38 1.090
43 H -1.395 -0.636 2.750  C38 1.090
44 C -4.068 -2.754 5.161  C45 1.455, H47 1.090, H48 1.090, H49 1.090
45 C -3.320 -2.987 3.935  C44 1.455, N46 1.148
46 N -2.723 -3.164 2.970  C45 1.148
47 H -4.849 -2.010 5.012  C44 1.090
48 H -4.543 -3.669 5.513  C44 1.090
49 H -3.413 -2.392 5.955  C44 1.090

Record 2
ORCA calculation (ωB97M-V/def2-TZVPD) on a single C19H25N5O3 molecule in a non-equilibrium geometry.

Output
total energy = -33703.054 eV
SMILES string = COCCn1c(CN(C)Cc2ccccc2)nc2c1c(=O)n(C)c(=O)n2C
E_HOMO = -8.136 eV

Each atom is followed by the atoms it is bonded to, with distances in Å.
Cartesian coordinates (Å):
1 C 2.865 4.118 -0.652  H2 1.095, O3 1.410, H51 1.095, H52 1.088
2 H 2.918 3.476 -1.537  C1 1.095
3 O 3.063 3.386 0.538  C1 1.410, C4 1.401
4 C 1.977 2.585 0.913  O3 1.401, C5 1.543, H49 1.100, H50 1.094
5 C 1.783 1.356 0.000  C4 1.543, N6 1.435, H47 1.091, H48 1.092
6 N 0.805 0.468 0.561  C5 1.435, C7 1.349, C10 1.376
7 C 1.003 -0.651 1.289  N6 1.349, N8 1.323, C25 1.486
8 N -0.128 -1.206 1.692  C7 1.323, C9 1.349
9 C -1.102 -0.428 1.176  N8 1.349, C10 1.386, N16 1.358
10 C -0.558 0.633 0.470  N6 1.376, C9 1.386, C11 1.428
11 C -1.357 1.573 -0.248  C10 1.428, O12 1.219, N13 1.397
12 O -0.964 2.525 -0.899  C11 1.219
13 N -2.715 1.269 -0.128  C11 1.397, C14 1.389, C21 1.454
14 C -3.293 0.218 0.573  N13 1.389, O15 1.212, N16 1.378
15 O -4.494 0.056 0.576  C14 1.212
16 N -2.444 -0.622 1.260  C9 1.358, C14 1.378, C17 1.446
17 C -2.974 -1.748 1.997  N16 1.446, H18 1.091, H19 1.088, H20 1.089
18 H -2.862 -1.579 3.068  C17 1.091
19 H -4.028 -1.847 1.746  C17 1.088
20 H -2.421 -2.645 1.720  C17 1.089
21 C -3.658 2.121 -0.833  N13 1.454, H22 1.090, H23 1.087, H24 1.090
22 H -4.359 2.563 -0.125  C21 1.090
23 H -3.086 2.896 -1.337  C21 1.087
24 H -4.222 1.532 -1.556  C21 1.090
25 C 2.348 -1.229 1.545  C7 1.486, N26 1.460, H45 1.095, H46 1.103
26 N 3.019 -1.565 0.293  C25 1.460, C27 1.450, C31 1.461
27 C 4.408 -1.901 0.535  N26 1.450, H28 1.089, H29 1.100, H30 1.089
28 H 4.899 -1.060 1.024  C27 1.089
29 H 4.529 -2.793 1.167  C27 1.100
30 H 4.903 -2.079 -0.418  C27 1.089
31 C 2.325 -2.630 -0.427  N26 1.461, C32 1.506, H43 1.103, H44 1.094
32 C 1.085 -2.135 -1.125  C31 1.506, C33 1.390, C37 1.388
33 C 1.180 -1.101 -2.050  C32 1.390, C34 1.383, H42 1.080
34 C 0.051 -0.621 -2.689  C33 1.383, C35 1.385, H41 1.080
35 C -1.187 -1.184 -2.426  C34 1.385, C36 1.384, H40 1.080
36 C -1.287 -2.232 -1.528  C35 1.384, C37 1.385, H39 1.080
37 C -0.157 -2.704 -0.881  C32 1.388, C36 1.385, H38 1.081
38 H -0.242 -3.513 -0.171  C37 1.081
39 H -2.249 -2.679 -1.325  C36 1.080
40 H -2.070 -0.809 -2.922  C35 1.080
41 H 0.135 0.192 -3.394  C34 1.080
42 H 2.148 -0.671 -2.256  C33 1.080
43 H 2.066 -3.463 0.247  C31 1.103
44 H 3.015 -3.012 -1.186  C31 1.094
45 H 2.967 -0.496 2.073  C25 1.095
46 H 2.214 -2.108 2.196  C25 1.103
47 H 2.725 0.817 -0.114  C5 1.091
48 H 1.416 1.683 -0.975  C5 1.092
49 H 1.045 3.170 0.919  C4 1.100
50 H 2.196 2.253 1.932  C4 1.094
51 H 1.897 4.629 -0.643  C1 1.095
52 H 3.666 4.853 -0.694  C1 1.088

Relative energy (zero: lowest compared OMol25 entry of this formula, charge and spin)? In order: 64.4; 75.9 kJ/mol.